(1)
{"formula": "C4H7O3P", "method": "ωB97M-V/def2-TZVPD", "fmax_ev_per_a": 4.98, "spin_multiplicity": 1, "orbital_gap_ev": [6.78, 6.04], "species": ["C", "C", "C", "C", "O", "O", "O", "P", "H", "H", "H", "H", "H", "H", "H"], "positions_angstrom": [[3.1688, -0.1067, -0.1521], [-0.9374, -1.7603, 0.4647], [-1.0026, -0.4792, 0.1052], [-1.9599, 0.5027, -0.5310], [1.9966, -0.2732, -0.6310], [0.7742, 1.2628, 1.2757], [-1.4136, 1.7858, -0.2945], [0.5243, 0.7364, -0.0755], [3.4463, 0.4462, 0.6565], [3.8906, -0.6162, -0.7654], [-1.9078, -2.2208, 0.7113], [-0.0226, -2.2085, 0.5753], [-3.0849, 0.2684, -0.2721], [-1.8919, 0.4498, -1.5804], [-1.5800, 2.2126, 0.5131]]}

***

(2)
{"formula": "C6H10O", "method": "ωB97M-V/def2-TZVPD", "fmax_ev_per_a": 0.41, "spin_multiplicity": 1, "orbital_gap_ev": 8.30, "species": ["C", "C", "C", "C", "C", "C", "O", "H", "H", "H", "H", "H", "H", "H", "H", "H", "H"], "positions_angstrom": [[-1.1022, -1.8055, 0.0059], [-0.4178, -0.5058, -0.3434], [-0.7634, 1.0522, 0.8430], [-0.0218, 1.5748, -0.2381], [1.3811, 1.0424, -0.3205], [1.0921, -0.4363, -0.0068], [-0.7514, 0.0790, -1.4467], [-0.6259, -2.5968, -0.5899], [-2.1591, -1.7631, -0.2642], [-0.9946, -2.0616, 1.0646], [-0.2335, 0.8495, 1.7717], [-1.8040, 1.3476, 0.9494], [-0.3774, 2.3525, -0.9084], [2.0358, 1.5188, 0.4183], [1.8044, 1.1895, -1.3150], [1.6385, -1.1338, -0.6539], [1.2991, -0.7034, 1.0341]]}

***

(3)
{"formula": "C4H8O2", "method": "ωB97M-V/def2-TZVPD", "fmax_ev_per_a": 0.66, "spin_multiplicity": 1, "orbital_gap_ev": [7.03, 8.09], "species": ["C", "C", "O", "C", "C", "O", "H", "H", "H", "H", "H", "H", "H", "H"], "positions_angstrom": [[0.4126, 1.4927, 1.3597], [0.4973, 0.8542, -0.0178], [0.6086, -0.5595, 0.1177], [-0.2537, -1.5902, -1.4978], [-0.6922, -1.3205, -0.1465], [-1.8111, -0.6806, -0.2679], [1.2697, 1.2014, 1.9750], [-0.5066, 1.1739, 1.8606], [0.4020, 2.5852, 1.2749], [-0.4103, 1.0914, -0.5856], [1.3831, 1.2026, -0.5620], [0.0224, -2.5618, -1.9170], [-0.2928, -0.7338, -2.1641], [-0.6290, -2.1549, 0.5710]]}

***

(4)
{"formula": "C6H11N4O2", "method": "ωB97M-V/def2-TZVPD", "fmax_ev_per_a": 1.93, "spin_multiplicity": 1, "orbital_gap_ev": 8.91, "total_charge": 1, "species": ["C", "C", "C", "C", "C", "C", "N", "N", "N", "N", "O", "O", "H", "H", "H", "H", "H", "H", "H", "H", "H", "H", "H"], "positions_angstrom": [[0.4121, -0.3742, -0.4243], [-0.5620, 2.3441, 1.9325], [-0.5622, 0.2643, -1.3691], [2.1932, 1.1278, -1.0019], [-1.1517, -1.8964, 0.4156], [-1.9837, -1.5293, -0.8144], [0.1545, -1.3227, 0.3682], [-1.4943, 2.6749, 2.5751], [1.7823, 0.0816, -0.3816], [2.5808, -0.7224, 0.3168], [0.2155, 1.9238, 1.1769], [-1.8729, -0.1449, -1.0803], [-0.5764, 1.3516, -1.2623], [-0.2869, 0.0018, -2.4073], [1.5264, 1.7280, -1.5908], [3.2270, 1.4256, -0.9190], [-1.6239, -1.5247, 1.3314], [-1.0295, -2.9770, 0.5250], [-1.6447, -2.1132, -1.6820], [-3.0436, -1.7157, -0.6460], [-1.7788, 3.1511, 3.4005], [2.0625, -1.3999, 0.8749], [3.4560, -0.3543, 0.6621]]}

***

(5)
{"formula": "C4H11N2O", "method": "ωB97M-V/def2-TZVPD", "fmax_ev_per_a": 2.43, "spin_multiplicity": 1, "orbital_gap_ev": 6.42, "total_charge": -1, "species": ["C", "C", "C", "N", "N", "C", "O", "H", "H", "H", "H", "H", "H", "H", "H", "H", "H", "H"], "positions_angstrom": [[-0.1878, 0.3066, -0.6804], [0.3706, -1.0278, -0.6867], [1.7917, -0.9412, -0.0916], [1.7152, -1.4895, 1.2231], [-1.5800, 0.5276, -0.7970], [-2.1452, 1.1743, 0.5179], [-1.6908, 2.3735, 0.7281], [0.3543, 0.9299, -1.3983], [0.0814, 0.6021, 0.4848], [-0.1516, -1.7464, -0.0554], [0.4556, -1.5001, -1.6696], [2.1116, 0.1191, -0.1134], [2.5103, -1.4275, -0.7837], [2.4215, -1.0442, 1.8081], [0.6082, 0.3705, 1.2300], [-1.7083, 1.2868, -1.4526], [-1.7220, 0.4794, 1.2910], [-3.2347, 1.0070, 0.4458]]}

***

(6)
{"formula": "C3H3N2O", "method": "ωB97M-V/def2-TZVPD", "fmax_ev_per_a": 4.13, "spin_multiplicity": 1, "orbital_gap_ev": [6.51, 6.51], "total_charge": -1, "species": ["C", "C", "C", "N", "N", "O", "H", "H", "H"], "positions_angstrom": [[1.8147, -0.1629, 0.1823], [-0.5134, 0.0094, -0.2450], [0.6306, -0.0361, 0.7651], [2.7565, -0.4766, -0.4298], [-1.9398, -0.0978, -0.6014], [-2.6983, -0.2658, 0.3636], [-0.4476, 1.0741, -0.5806], [-0.1985, -0.4393, -1.1485], [0.5959, 0.3952, 1.6943]]}

***

Repeat the sixth record exactly.
{"formula": "C3H3N2O", "method": "ωB97M-V/def2-TZVPD", "fmax_ev_per_a": 4.13, "spin_multiplicity": 1, "orbital_gap_ev": [6.51, 6.51], "total_charge": -1, "species": ["C", "C", "C", "N", "N", "O", "H", "H", "H"], "positions_angstrom": [[1.8147, -0.1629, 0.1823], [-0.5134, 0.0094, -0.2450], [0.6306, -0.0361, 0.7651], [2.7565, -0.4766, -0.4298], [-1.9398, -0.0978, -0.6014], [-2.6983, -0.2658, 0.3636], [-0.4476, 1.0741, -0.5806], [-0.1985, -0.4393, -1.1485], [0.5959, 0.3952, 1.6943]]}